(1)
The following is a DFT calculation (wB97M-V/def2-TZVPD) of C14H28N7O2Tc as an isolated structure.

Results
- HOMO level (alpha / beta): -18.386 / -18.342 eV
- Spin multiplicity: 4
- Orbital gap (alpha / beta): 7.10 / 6.73 eV
- Calculated total energy: -31669.521 eV
- ⟨S²⟩: 3.7674
- Net charge: +3

Last column: Mulliken charge in e.
Atoms and positions in Å:
Tc  0.478  0.119  0.773  0.774
C  -0.983  -3.058  0.742  -0.978
N  -2.141  -2.207  0.959  0.070
C  -3.413  -2.773  1.454  -0.584
C  -4.413  -1.624  1.247  -0.581
N  -3.561  -0.526  0.747  0.060
C  -4.102  0.809  0.532  -0.910
C  -2.319  -0.949  0.587  0.041
N  -1.298  -0.171  0.059  0.464
C  -1.531  0.580  -1.196  -0.990
C  -0.279  0.424  -2.042  -0.840
N  0.890  0.547  -1.134  -0.010
C  2.147  0.755  -1.647  0.257
N  3.200  0.607  -0.828  0.126
C  3.111  0.104  0.505  -0.864
C  4.471  0.877  -1.520  -0.632
C  3.993  1.264  -2.923  -0.708
N  2.521  1.108  -2.863  -0.003
C  1.760  1.460  -4.067  -1.088
H  -1.334  -4.044  0.444  0.442
H  -0.385  -3.149  1.647  0.247
H  -0.376  -2.661  -0.075  0.306
H  -3.309  -3.065  2.499  0.364
H  -3.660  -3.656  0.867  0.372
H  -4.890  -1.311  2.175  0.383
H  -5.186  -1.856  0.514  0.377
H  -4.957  0.935  1.192  0.365
H  -4.438  0.943  -0.496  0.341
H  -3.364  1.569  0.786  0.316
H  -1.717  1.634  -0.975  0.371
H  -2.396  0.182  -1.726  0.461
H  -0.278  1.185  -2.816  0.465
H  -0.255  -0.560  -2.516  0.412
H  2.587  0.819  1.182  0.207
H  4.100  0.018  0.956  0.502
H  2.698  -0.918  0.550  0.444
H  5.089  -0.021  -1.522  0.398
H  5.010  1.682  -1.021  0.359
H  4.391  0.613  -3.700  0.433
H  4.225  2.298  -3.174  0.425
H  2.488  1.674  -4.845  0.408
H  1.166  2.359  -3.911  0.405
H  1.148  0.629  -4.408  0.409
N  0.093  1.538  2.321  -0.482
C  0.622  1.080  3.649  -0.444
C  1.112  -0.356  3.535  0.476
O  1.745  -0.954  4.319  -0.386
O  0.714  -0.926  2.314  -0.451
H  0.463  2.460  2.086  0.388
H  -0.917  1.659  2.384  0.284
H  -0.160  1.134  4.406  0.406
H  1.442  1.720  3.973  0.397

=====

(2)
The following is a DFT calculation (wB97M-V/def2-TZVPD) of C27H38N7ORuS3Sb as an isolated structure.

Results
- HOMO level (alpha / beta): -10.151 / -10.394 eV
- Spin multiplicity: 2
- Orbital gap (alpha / beta): 7.94 / 6.82 eV
- Calculated total energy: -82714.275 eV
- Relative energy (zero: lowest compared OMol25 entry of this formula, charge and spin): 0.550 eV
- ⟨S²⟩: 0.7578
- Net charge: +1

Last column: Mulliken charge in e.
Atoms and positions in Å:
Ru  0.758  -0.140  0.392  0.226
C  0.281  4.202  0.161  -1.639
C  0.825  2.809  0.074  0.502
N  0.058  1.781  0.275  0.695
N  -1.316  2.030  0.353  -0.694
C  -2.001  1.023  -0.045  0.477
S  -1.317  -0.497  -0.582  -0.489
S  -3.743  1.002  -0.047  -0.035
C  -4.197  2.765  0.010  -1.231
C  -4.082  3.447  -1.324  0.425
C  -5.038  3.220  -2.311  -0.379
C  -4.931  3.834  -3.548  -0.601
C  -3.866  4.685  -3.814  -0.397
C  -2.915  4.921  -2.834  -0.672
C  -3.024  4.305  -1.595  0.149
C  2.210  2.623  -0.366  0.609
C  3.129  3.682  -0.289  -0.360
C  4.387  3.598  -0.840  -1.007
C  4.753  2.446  -1.536  -0.527
C  3.874  1.393  -1.649  -0.466
C  2.607  1.442  -1.049  0.486
O  1.828  0.378  -1.175  -0.983
H  -0.669  4.212  0.681  0.406
H  0.148  4.612  -0.842  0.344
H  0.985  4.848  0.682  0.502
H  -3.607  3.254  0.782  0.386
H  -5.236  2.736  0.340  0.528
H  -5.870  2.556  -2.108  0.386
H  -5.682  3.653  -4.305  0.383
H  -3.784  5.167  -4.779  0.387
H  -2.089  5.593  -3.032  0.390
H  -2.290  4.492  -0.824  0.284
H  2.849  4.595  0.219  0.260
H  5.076  4.427  -0.752  0.436
H  5.731  2.380  -1.996  0.428
H  4.131  0.497  -2.198  0.574
C  -4.012  -4.287  1.095  -1.314
C  -3.235  -3.271  1.841  0.975
N  -3.621  -2.648  2.905  -0.830
N  -2.587  -1.815  3.197  0.314
C  -1.560  -1.898  2.352  0.147
S  -0.163  -0.933  2.538  -0.222
N  -1.964  -2.858  1.476  0.508
N  -1.231  -3.335  0.396  -0.817
H  -4.982  -4.396  1.571  0.369
H  -3.507  -5.254  1.100  0.329
H  -4.157  -3.979  0.059  0.302
H  -2.655  -1.166  3.963  0.168
H  -1.197  -4.348  0.444  0.262
H  -1.673  -3.032  -0.465  0.252
C  3.290  1.574  4.713  -1.683
C  4.029  1.299  3.396  2.182
C  4.664  2.583  2.846  -1.546
C  5.092  0.207  3.583  -1.685
C  3.039  0.812  2.421  -0.599
N  2.259  0.419  1.682  0.089
H  4.008  1.948  5.442  0.427
H  2.836  0.666  5.109  0.402
H  2.511  2.324  4.578  0.377
H  5.400  2.940  3.567  0.453
H  3.914  3.361  2.703  0.345
H  5.161  2.404  1.893  0.319
H  5.803  0.538  4.339  0.454
H  5.636  0.026  2.656  0.365
H  4.643  -0.728  3.921  0.367
C  4.291  -2.360  0.423  -1.253
Sb  2.175  -2.490  0.274  1.103
C  1.967  -3.377  -1.656  -1.367
C  1.837  -4.188  1.522  -1.270
H  4.728  -3.327  0.181  0.452
H  4.577  -2.078  1.435  0.308
H  4.656  -1.608  -0.275  0.347
H  1.634  -4.409  -1.559  0.397
H  2.916  -3.366  -2.190  0.422
H  1.241  -2.801  -2.224  0.307
H  1.848  -5.089  0.910  0.407
H  0.884  -4.086  2.031  0.226
H  2.619  -4.266  2.276  0.433

=====

(3)
The following is a DFT calculation (wB97M-V/def2-TZVPD) of a 14-piece molecular cluster, C28H60Br26IO3P2 overall at a distorted geometry.

Results
- HOMO level: -4.325 eV
- Orbital gap: 5.73 eV
- Calculated total energy: -1883937.005 eV
- Net charge: -1

Last column: Mulliken charge in e.
Atoms and positions in Å:
O  2.667  1.989  -4.241  -0.402
P  2.699  3.572  -3.814  0.153
I  4.238  4.682  -5.426  -0.299
C  0.996  4.204  -4.217  0.130
C  0.121  4.226  -2.937  -0.118
O  -1.183  4.221  -3.423  -0.237
P  -1.295  2.958  -4.677  0.561
O  0.398  3.227  -5.046  -0.406
H  2.773  1.475  -3.431  0.297
H  0.896  5.140  -4.780  0.285
H  0.387  3.260  -2.418  -0.469
H  0.255  5.047  -2.233  0.297
H  -2.715  2.808  -4.328  -0.169
H  -1.690  3.872  -5.723  -0.026
H  -1.380  1.858  -5.595  -0.351
H  -1.032  2.002  -3.606  -0.502
Br  1.291  2.757  -0.355  0.401
C  2.544  1.978  0.938  0.005
C  3.220  0.734  0.422  -0.542
Br  2.057  -0.838  0.482  -0.142
H  1.991  1.798  1.852  0.101
H  3.281  2.762  1.102  -0.168
H  4.071  0.468  1.046  0.393
H  3.550  0.843  -0.608  0.303
Br  6.885  -2.848  -2.383  -0.140
C  6.737  -2.565  -4.306  -0.560
C  5.372  -2.068  -4.704  -0.563
Br  4.067  -3.510  -4.643  -0.144
H  6.990  -3.511  -4.774  0.357
H  7.498  -1.825  -4.548  0.360
H  5.381  -1.720  -5.734  0.342
H  5.001  -1.279  -4.063  0.330
Br  -0.181  7.094  0.292  -0.106
C  1.094  8.504  -0.103  -0.563
C  1.552  8.432  -1.532  -0.682
Br  2.810  6.985  -1.836  -0.086
H  1.902  8.407  0.615  0.338
H  0.565  9.439  0.072  0.335
H  2.084  9.342  -1.804  0.393
H  0.733  8.272  -2.226  0.361
Br  -1.319  -2.719  3.657  -0.065
C  -0.105  -4.196  3.946  -0.619
C  1.124  -4.025  3.088  -0.576
Br  0.772  -4.495  1.232  -0.131
H  -0.648  -5.113  3.740  0.363
H  0.154  -4.160  5.002  0.340
H  1.908  -4.709  3.406  0.347
H  1.505  -3.008  3.093  0.327
Br  -4.471  -0.568  2.788  -0.176
C  -4.728  -0.502  0.859  -0.489
C  -3.746  -1.411  0.157  -0.182
Br  -1.915  -0.768  0.091  -0.005
H  -4.655  0.544  0.578  0.379
H  -5.740  -0.856  0.673  0.331
H  -4.040  -1.535  -0.885  0.348
H  -3.684  -2.380  0.637  -0.179
Br  5.490  3.991  -1.213  -0.073
C  5.714  4.216  0.702  -0.645
C  6.940  5.023  1.030  -0.664
Br  8.552  3.956  0.804  -0.131
H  5.740  3.219  1.135  0.351
H  4.816  4.732  1.038  0.334
H  6.931  5.323  2.076  0.414
H  7.049  5.902  0.403  0.386
Br  -1.018  -0.704  -5.951  -0.109
C  -1.680  -2.066  -4.749  -0.590
C  -1.046  -1.922  -3.401  -0.180
Br  0.776  -2.607  -3.394  -0.097
H  -1.490  -3.032  -5.209  0.385
H  -2.754  -1.900  -4.683  0.360
H  -1.569  -2.531  -2.665  0.149
H  -1.012  -0.891  -3.059  0.070
Br  10.557  0.008  3.403  -0.136
C  9.850  -0.410  1.637  -0.555
C  10.874  -0.174  0.560  -0.555
Br  11.086  1.722  0.184  -0.155
H  8.956  0.191  1.504  0.332
H  9.578  -1.462  1.679  0.343
H  10.545  -0.618  -0.378  0.332
H  11.856  -0.558  0.817  0.373
Br  -2.142  3.597  0.837  -0.027
C  -2.438  2.347  2.297  -0.290
C  -1.887  2.852  3.604  -0.685
Br  0.046  2.689  3.722  -0.147
H  -2.014  1.398  1.986  0.002
H  -3.518  2.252  2.370  0.252
H  -2.269  2.254  4.428  0.421
H  -2.118  3.899  3.777  0.417
Br  -4.629  -7.081  4.743  -0.140
C  -5.109  -5.204  4.535  -0.596
C  -5.562  -4.896  3.134  -0.422
Br  -4.054  -4.801  1.917  -0.120
H  -4.241  -4.624  4.832  0.329
H  -5.918  -5.035  5.244  0.409
H  -6.028  -3.914  3.094  0.182
H  -6.248  -5.636  2.734  0.379
Br  -8.988  -3.766  2.051  -0.139
C  -9.275  -3.825  0.128  -0.596
C  -8.247  -4.669  -0.578  -0.603
Br  -6.537  -3.754  -0.745  -0.075
H  -9.281  -2.796  -0.218  0.368
H  -10.267  -4.255  0.005  0.363
H  -8.566  -4.862  -1.600  0.354
H  -8.051  -5.612  -0.077  0.359
Br  -5.991  6.746  -3.520  -0.199
C  -4.859  5.954  -2.142  -0.504
C  -4.229  4.668  -2.599  -0.284
Br  -5.504  3.195  -2.585  -0.182
H  -5.482  5.831  -1.262  0.394
H  -4.091  6.698  -1.943  0.355
H  -3.439  4.366  -1.915  -0.016
H  -3.822  4.717  -3.603  0.445
Br  -1.119  -8.080  7.267  -0.112
C  -1.404  -10.005  7.220  -0.603
C  -2.716  -10.357  6.571  -0.501
Br  -4.219  -10.018  7.761  -0.119
H  -1.332  -10.359  8.243  0.370
H  -0.575  -10.403  6.638  0.345
H  -2.757  -11.421  6.352  0.343
H  -2.901  -9.792  5.663  0.256